(1)
One molecule with the formula C20H30ClN3O3. Source: the OMol25 dataset; level of theory: ωB97M-V/def2-TZVPD.

Structure (XYZ):
```
57
Properties=species:S:1:pos:R:3:mulliken_charge:R:1
C -2.51560 -2.26661 -4.59032 -1.426
C -2.05902 -1.75536 -3.22880 -0.174
C -0.55745 -1.91423 -2.97931 0.274
C -0.14917 -3.38507 -2.94162 -1.612
C -0.14938 -1.19962 -1.68244 -0.247
C 1.35268 -1.34559 -1.38072 -1.279
C 1.79234 -0.35102 -0.32313 0.384
O 2.23190 0.75041 -0.63682 -0.693
N 1.62549 -0.74902 0.95449 0.099
C 1.93846 0.05040 2.14956 1.506
C 3.42704 0.37535 2.20011 -1.467
O 4.23204 -0.79535 2.21051 -0.602
C 1.05550 1.30094 2.22247 -0.884
C -0.33017 0.76188 2.59127 -0.145
C -0.07481 -0.51212 3.43687 0.698
C -0.56141 -0.38333 4.87475 -1.792
C 1.44961 -0.74307 3.36233 -1.980
N -0.47463 0.21963 -1.71210 0.033
C -1.48015 0.74187 -0.96757 0.635
O -2.33983 0.05913 -0.43597 -0.663
C -1.47722 2.23529 -0.82073 0.664
C -2.68868 2.87266 -0.57508 -0.640
N -2.80214 4.18354 -0.39418 -0.634
C -1.69355 4.91454 -0.43166 -0.206
C -0.44183 4.36096 -0.65387 0.032
Cl 0.96029 5.37811 -0.65576 -0.209
C -0.31833 2.99972 -0.85816 -0.653
H -3.56495 -2.02420 -4.75930 0.427
H -1.93633 -1.80738 -5.39512 0.317
H -2.41442 -3.34826 -4.68253 0.330
H -2.31984 -0.69950 -3.14257 0.135
H -2.60572 -2.26587 -2.42980 0.335
H -0.02006 -1.42126 -3.80144 0.291
H -0.60803 -3.88624 -2.08392 0.355
H -0.47679 -3.90361 -3.84106 0.458
H 0.93090 -3.51480 -2.87482 0.358
H -0.73309 -1.62047 -0.85849 0.476
H 1.56896 -2.36861 -1.07281 0.569
H 1.93341 -1.12978 -2.27986 0.292
H 1.30506 -1.69113 1.10625 0.349
H 3.69176 1.03134 1.36937 0.417
H 3.62531 0.90478 3.13391 0.574
H 4.43235 -1.03385 1.30159 0.354
H 1.44739 1.93662 3.02214 0.556
H 1.07833 1.87978 1.30175 0.208
H -0.92357 1.49701 3.13707 0.530
H -0.89311 0.51035 1.69232 -0.313
H -0.59665 -1.35597 2.97746 0.330
H -0.09887 0.48300 5.35537 0.384
H -1.64358 -0.25158 4.91505 0.430
H -0.30644 -1.26731 5.46300 0.405
H 1.73530 -1.79578 3.31458 0.362
H 1.93191 -0.32895 4.25177 0.366
H 0.23630 0.84427 -2.05836 0.381
H -3.59537 2.28286 -0.52385 0.474
H -1.79460 5.98182 -0.27329 0.379
H 0.66245 2.55871 -0.99855 0.454
```

Calculated values
SMILES string = CC[C@H](C)[C@@H](CC(=O)N[C@@]1(CO)CC[C@H](C)C1)NC(=O)c1cncc(Cl)c1
Electronic energy = -44364.1734 eV
Relative energy (zero: lowest compared OMol25 entry of this formula, charge and spin) = 3.0 kJ/mol
HOMO level = -9.566 eV

***

(2)
C59H43Cl4GeIN7O6Sn as an isolated structure in a non-equilibrium geometry. Source: the OMol25 dataset; level of theory: ωB97M-V/def2-TZVPD.

Structure (XYZ):
```
122
Properties=species:S:1:pos:R:3:mulliken_charge:R:1
Sn 1.01243 -0.55072 -0.69601 1.786
Cl 1.92499 -7.55601 -2.19845 -0.277
C 2.11101 -6.00821 -1.43552 0.389
C 1.89280 -4.86111 -2.17094 -0.681
C 2.02286 -3.59811 -1.59189 0.100
N 1.72264 -2.44158 -2.24614 0.170
C 1.67447 -2.33795 -3.57059 -0.412
O 2.12879 -3.10996 -4.42280 -0.824
C 0.99106 -1.07868 -4.04627 0.488
C 0.56604 -1.02793 -5.37111 -0.706
C -0.08156 0.10408 -5.82601 -0.712
C -0.29260 1.14785 -4.94030 -0.936
C 0.16345 1.00971 -3.63932 0.672
N 0.80431 -0.06230 -3.21350 0.466
C 2.44417 -3.51380 -0.23300 -0.808
C 2.62540 -4.68714 0.49736 -0.527
C 2.45466 -5.92189 -0.09682 -0.223
Cl 2.66907 -7.35228 0.85576 -0.284
N 2.68025 -2.26040 0.25464 0.926
C 3.62872 -2.03859 1.15785 -0.205
O 4.32912 -2.84424 1.78192 -0.814
C 3.96199 -0.57747 1.27615 0.030
C 4.91941 -0.17256 2.20755 -0.685
C 5.36720 1.13213 2.19467 -0.716
C 4.86907 1.99092 1.22567 -0.892
C 3.90722 1.50440 0.35660 0.048
N 3.45326 0.26668 0.38658 0.468
H 1.61463 -4.94382 -3.20827 0.611
H 0.75383 -1.88380 -6.00251 0.511
H -0.41820 0.17044 -6.85306 0.412
H -0.80192 2.04936 -5.24624 0.436
H 0.03359 1.78849 -2.90351 -0.306
H 2.90779 -4.63397 1.53685 0.905
H 5.29016 -0.90189 2.90900 0.566
H 6.10312 1.47501 2.91045 0.387
H 5.21766 3.01012 1.14912 0.451
H 3.48225 2.12479 -0.41520 -0.089
Cl -1.95282 3.81707 -3.17398 -0.144
C -2.09688 4.59275 -1.64253 0.857
C -3.14136 4.17767 -0.84117 -0.789
C -3.34600 4.75462 0.39613 -0.321
C -2.50580 5.76426 0.82686 -0.987
C -1.46932 6.16733 0.01203 1.022
Cl -0.42789 7.43773 0.57717 -0.300
C -1.20519 5.59825 -1.24260 -0.899
N -0.18770 6.08931 -2.03014 -0.186
C 0.60261 5.22893 -2.85680 -0.432
C 0.45651 5.32295 -4.23173 -0.500
C 1.15269 4.47129 -5.07019 -0.545
C 2.00368 3.52407 -4.52261 -0.483
C 2.19249 3.46597 -3.15565 -0.026
C 1.51233 4.32732 -2.29252 0.518
C 1.72476 4.24601 -0.82955 -1.125
C 0.91122 3.03666 -0.16594 -0.113
O 0.29813 3.29724 0.85667 -0.783
O 1.03187 1.95379 -0.77048 0.132
H -3.78820 3.39729 -1.20677 0.562
H -4.15042 4.41843 1.02794 0.395
H -2.64476 6.22191 1.79534 0.393
H 0.36986 6.77753 -1.53278 0.473
H -0.24016 6.04648 -4.62823 0.381
H 1.01411 4.53320 -6.14116 0.355
H 2.51573 2.82179 -5.16599 0.428
H 2.85511 2.72106 -2.73882 0.202
H 1.43817 5.15746 -0.30580 0.225
H 2.77487 4.04224 -0.61249 0.659
C 1.57012 1.55756 3.37276 -1.608
Ge 0.61958 -0.01370 2.49055 1.837
C -1.19791 0.01388 3.43284 -0.009
C -2.35950 -0.30254 2.74125 0.757
C -3.60670 -0.18983 3.33170 -0.675
C -3.70683 0.21834 4.65109 -0.655
C -2.55646 0.49866 5.36800 -0.704
C -1.31677 0.40995 4.75935 -0.402
C 1.45544 -1.61083 3.42977 -0.428
C 2.56478 -1.43140 4.21576 0.101
C 3.18712 -2.49922 4.87449 -0.965
C 2.69917 -3.76728 4.74307 -0.781
C 1.56628 -4.00995 3.94231 1.173
C 1.04127 -5.30851 3.78032 -0.633
C -0.06224 -5.52779 3.00617 -1.008
C -0.67438 -4.45750 2.33852 -0.637
C -0.16877 -3.19322 2.45359 1.719
C 0.94635 -2.92221 3.26870 -0.542
H 1.57177 1.49276 4.45946 0.513
H 1.06549 2.46918 3.07236 0.473
H 2.59692 1.60774 3.02082 0.220
H -2.28514 -0.61706 1.70926 -0.144
H -4.50332 -0.40317 2.76340 0.404
H -4.67598 0.33233 5.12049 0.357
H -2.63121 0.79853 6.40649 0.396
H -0.42990 0.65455 5.32886 0.262
H 2.98165 -0.44121 4.33487 0.391
H 4.06425 -2.31336 5.48175 0.365
H 3.17972 -4.60304 5.23491 0.342
H 1.53783 -6.13102 4.27905 0.368
H -0.45898 -6.52680 2.88812 0.407
H -1.54319 -4.64790 1.72451 0.336
H -0.61840 -2.37103 1.91248 -1.051
O -2.11359 -0.30340 -2.79876 -0.787
C -2.33657 0.00337 -1.63433 -0.236
O -1.55844 -0.17479 -0.64349 0.318
C -3.70796 0.56897 -1.28417 0.503
C -4.72970 0.49347 -2.22517 -0.470
C -5.98765 0.98815 -1.93309 -0.591
C -6.24188 1.54775 -0.69009 -0.750
C -5.23361 1.60655 0.25827 -0.911
C -3.97074 1.12192 -0.03699 -0.588
H -4.50546 0.05088 -3.18532 0.438
H -6.77812 0.92983 -2.67034 0.391
H -7.22458 1.93949 -0.46079 0.385
H -5.43324 2.03677 1.23048 0.574
H -3.17291 1.18879 0.68598 1.050
I -3.87570 -6.31274 -1.90247 0.008
C -2.69915 -4.69908 -1.29810 -1.384
C -3.14943 -3.50065 -0.78302 -0.430
N -2.04811 -2.78646 -0.52151 1.276
N -0.94140 -3.42774 -0.86897 0.161
C -1.30598 -4.60367 -1.33368 -0.098
H -4.14003 -3.13983 -0.59202 0.612
H -1.94265 -1.78971 -0.29502 -0.743
H -0.58591 -5.32297 -1.66137 0.404
```

Calculated values
Electronic energy = -205140.1863 eV
Total charge = -2
Expectation value of S² = 0.7627
2S+1 = 2
Relative energy (zero: lowest compared OMol25 entry of this formula, charge and spin) = 65.3 kJ/mol
HOMO level (alpha / beta) = -2.138 / -2.203 eV

***

(3)
C37H50N4O9P2ReS as an isolated structure in a non-equilibrium geometry. Source: the OMol25 dataset; level of theory: ωB97M-V/def2-TZVPD.

Structure (XYZ):
```
104
Properties=species:S:1:pos:R:3:mulliken_charge:R:1
Re -0.08366 -0.58991 -0.38348 1.180
O -1.40466 -0.35326 5.81234 -0.544
C -0.32724 -1.07589 5.39963 0.171
O 0.33498 -1.64705 6.21451 -0.518
C 0.09906 -1.09963 3.98713 0.120
C 1.35635 -1.51209 3.61069 -0.693
N 1.42911 -1.37162 2.24196 0.252
N 0.24760 -1.02598 1.67444 0.767
C -0.55818 -0.91246 2.71853 -0.163
C -1.94085 -0.56200 2.48639 0.427
O -2.64697 -0.13194 3.34177 -0.642
O -1.82371 -3.05124 1.74835 -0.421
H -1.95180 -0.09064 5.04592 0.383
H 2.14467 -1.98753 4.14442 0.688
H 2.08334 -1.88602 1.65572 -0.233
O 3.08482 -3.34969 -1.68191 -0.789
S 2.59343 -2.66518 -0.49510 1.369
O 2.21894 -3.37406 0.70997 -0.780
O 1.37933 -1.83998 -0.87401 -0.110
C 3.79141 -1.44974 0.09277 -0.324
C 4.93349 -2.11739 0.51190 -0.857
C 5.97953 -1.43062 1.06758 -0.743
C 5.91616 -0.04319 1.13040 -1.072
C 4.81266 0.61538 0.64866 -0.715
C 3.66011 -0.07200 0.19555 1.162
P 2.12241 0.88068 -0.31692 2.597
C 2.19625 2.24282 0.80092 0.370
C 1.91719 3.52501 0.33010 -0.871
C 1.88115 4.61136 1.23828 -1.100
C 2.16228 4.40417 2.57703 -0.700
C 2.46395 3.13247 3.04426 -0.807
C 2.47539 2.03982 2.16804 -0.907
C 2.76337 1.31640 -1.97852 0.753
C 3.49543 2.47753 -2.27033 -0.696
C 4.08619 2.69018 -3.49696 -1.006
C 4.00624 1.70562 -4.44809 -0.684
C 3.29202 0.52122 -4.18012 -1.174
C 2.65362 0.33541 -2.96657 0.293
H 5.06489 -3.22524 0.42107 0.425
H 6.85086 -1.96432 1.48277 0.429
H 6.76170 0.33958 1.63453 0.478
H 4.87192 1.68530 0.64253 0.554
H 1.75411 3.70886 -0.72754 0.372
H 1.59468 5.57198 0.88890 0.526
H 2.29766 5.26397 3.21155 0.483
H 2.71068 2.95990 4.09069 0.490
H 2.77860 1.11416 2.53805 0.690
H 3.68945 3.20276 -1.47616 0.385
H 4.66033 3.56074 -3.68704 0.537
H 4.45241 1.83752 -5.43260 0.408
H 3.33794 -0.25900 -4.93873 0.503
H 2.14819 -0.57658 -2.71142 0.353
C -1.00895 1.90714 -4.16557 -1.572
C -0.48282 1.57881 -2.79787 0.664
O -0.41023 0.13612 -2.48477 -0.402
H -0.99451 3.02067 -4.08568 0.398
H -2.03266 1.54928 -4.29446 0.391
H -0.31294 1.64230 -4.97420 0.394
H -1.12187 2.01332 -2.01893 -0.140
H 0.53303 1.99127 -2.77753 -0.019
H -0.12992 -0.37608 -3.25534 0.208
C -4.23737 0.29758 -0.66786 -1.393
N -3.86680 1.33488 0.24287 0.152
C -4.86124 2.38012 0.61911 -0.757
C -4.24481 3.76962 0.93349 -0.588
C -3.07275 3.47875 1.84333 -0.528
N -2.18324 2.42405 1.33106 0.352
C -0.86763 2.39720 1.96571 -0.406
C -2.57583 1.42232 0.54195 -0.882
O -1.70503 0.62457 0.02773 0.779
H -4.04502 0.51873 -1.68963 0.444
H -5.28599 0.05289 -0.60435 0.542
H -3.71709 -0.60086 -0.41702 0.119
H -5.46903 1.92257 1.46487 0.315
H -5.52749 2.41884 -0.24977 0.494
H -4.97308 4.33290 1.48879 0.367
H -3.95730 4.25622 -0.05418 0.273
H -3.46795 3.27419 2.81717 0.357
H -2.39159 4.34716 1.87191 0.297
H -0.30618 3.29774 1.62515 0.438
H -0.26975 1.50398 1.70082 -0.688
H -1.02493 2.43292 3.04746 0.468
C 0.02084 -4.28411 -2.29342 -1.454
C -0.67705 -4.05360 -0.92558 -0.788
P -1.58543 -2.53500 -0.79432 1.589
C -2.74021 -2.86526 0.67674 0.054
C -3.64243 -4.05369 0.58508 -1.506
C -2.58243 -2.45626 -2.30939 -0.431
C -3.83634 -3.29002 -2.46288 -1.659
H 0.67188 -5.17060 -2.26581 0.366
H 0.56753 -3.39740 -2.56462 0.299
H -0.73580 -4.52226 -3.04375 0.457
H 0.12538 -4.15171 -0.14016 0.117
H -1.31207 -4.88084 -0.62769 0.720
H -3.27929 -1.94122 0.87663 -0.038
H -2.00813 -3.91180 2.21338 0.344
H -4.49427 -3.89365 -0.05116 0.377
H -4.02359 -4.37319 1.60583 0.502
H -3.11882 -4.92586 0.21311 0.321
H -1.85432 -2.79105 -3.10843 0.618
H -2.79102 -1.41965 -2.49299 0.344
H -3.59184 -4.33926 -2.27895 0.350
H -4.29635 -3.23065 -3.44992 0.451
H -4.62207 -2.94074 -1.78780 0.273
```

Calculated values
Electronic energy = -95096.3371 eV
Total charge = +2
Expectation value of S² = 3.7623
2S+1 = 4
HOMO level (alpha / beta) = -13.771 / -13.543 eV